1.
A single C22H36N4O5 molecule. Source: the Open Molecules 2025 dataset; level of theory: the ωB97M-V functional and the def2-TZVPD basis.

Cartesian coordinates (Å):
H: -1.26627 -3.15496 -1.22844
C: 2.56598 -4.22103 -0.46833
C: 2.94886 2.23462 -0.41519
H: 0.90026 -3.73337 0.80498
H: 1.43909 0.29843 -1.46266
O: -0.79498 -1.45578 -2.09223
H: -0.80491 1.01952 -1.52917
C: -0.82400 -1.00468 -0.95090
H: 3.36461 1.12045 1.41452
H: 2.71144 -1.01220 -1.72688
O: -3.18389 2.40200 -1.13852
H: -5.26602 -1.60308 2.02762
C: 4.94075 2.56074 1.00667
H: 3.95350 -1.88825 -0.82630
H: -6.17789 -1.55676 0.50274
C: -5.73604 -0.94944 1.29476
C: -0.51505 0.44897 -0.63904
H: -5.83720 2.84368 -0.49030
H: -1.12580 2.08842 0.61097
H: -6.38940 -0.06683 -1.51344
O: -2.92766 -0.93549 1.94335
H: 2.77869 4.15565 0.56192
C: -5.36868 0.30129 -1.58229
H: 2.10142 -2.10991 2.23270
C: 3.90705 1.51478 0.55722
C: 3.31044 3.72044 -0.28582
C: -1.28579 1.00898 0.56068
N: -2.70873 0.78811 0.41714
H: -5.61908 2.36477 1.19662
C: 1.46717 -0.41668 0.59860
O: 1.07186 -0.25374 1.74571
C: -5.89206 2.01027 0.20496
C: 4.80651 3.70238 0.00109
H: 3.63845 -2.51893 1.43116
N: -4.71117 -0.08958 0.76792
C: 2.55226 -2.44973 1.29992
C: 1.46664 1.98517 -0.13682
H: 0.88177 2.68986 -0.73323
C: -3.51818 1.49765 -0.41718
H: -4.71029 -0.52074 -1.85604
H: 2.80395 -3.37246 -2.44541
H: 1.26266 2.16994 0.91901
H: 5.95054 2.15377 1.03889
H: 5.35720 3.46880 -0.91182
C: 1.02440 0.55961 -0.48922
H: 2.22470 -4.54644 1.64316
C: 1.98553 -3.80449 0.88039
N: 2.26779 -1.45272 0.28165
H: 1.25117 -3.01631 -1.68666
N: -1.02225 -1.83276 0.08342
C: -3.42128 -0.17631 1.14006
H: 4.39630 0.67671 0.06124
O: -1.31985 -3.16075 -0.24648
H: -6.51798 -0.36406 1.78140
H: 3.64202 -4.38665 -0.36739
H: -0.95490 0.54890 1.49409
H: -1.31332 -1.59838 1.02781
C: 2.31983 -3.12377 -1.49974
H: -6.91218 1.63501 0.22869
H: 4.69338 2.92529 2.00421
C: -4.92618 0.91758 -0.25289
H: -5.31741 1.05991 -2.35866
H: 3.16987 1.91646 -1.43989
H: 2.11170 -5.15582 -0.79978
H: 3.05563 4.28643 -1.18081
H: 5.17385 4.64992 0.39259
C: 2.87112 -1.79242 -0.98634

* energy: -1455.2104 Ha
* Kohn-Sham gap: 9.75 eV
* LUMO energy: 0.024 Ha
* SMILES: CN1C(=O)N(C[C@H](C(=O)NO)[C@@H](CC2CCCC2)C(=O)N2CCCCC2)C(=O)C1(C)C

So, what does the natural (NBO) scheme give us? The charges, in e, come out as: 0.493 -0.397 -0.215 0.223 0.223 -0.672 0.250 0.629 0.219 0.213 -0.586 0.248 -0.400 0.189 0.200 -0.412 -0.292 0.238 0.231 0.213 -0.654 0.195 -0.612 0.250 -0.420 -0.395 -0.243 -0.478 0.220 0.723 -0.686 -0.612 -0.398 0.184 -0.431 -0.227 -0.382 0.209 0.707 0.224 0.210 0.219 0.208 0.193 -0.288 0.210 -0.413 -0.448 0.216 -0.336 0.815 0.204 -0.554 0.199 0.190 0.273 0.442 -0.411 0.214 0.199 0.036 0.236 0.193 0.212 0.211 0.210 -0.207

***

2.
A molecular structure, C22H36NiO2P2. Source: the Open Molecules 2025 dataset; level of theory: the ωB97M-V functional and the def2-TZVPD basis.

Cartesian coordinates (Å):
H: -2.49652 -0.81266 -3.48146
H: 4.54623 0.40010 -0.24284
H: 1.07783 -1.18327 -0.35213
Ni: -2.40502 -2.19046 -0.03836
H: -0.06913 1.32739 0.85252
O: 1.17616 3.42788 0.41614
H: -0.64609 -0.94800 -0.39980
C: 1.85781 0.39604 1.72185
H: 1.75150 -0.40017 -2.99498
C: 0.31738 -0.38413 -0.32779
H: -0.25134 -0.13634 1.74112
H: -2.31757 7.16162 2.94378
H: -3.94645 -3.51180 -2.44813
H: -0.46396 0.99184 -1.95305
H: 1.65150 8.04348 1.43699
H: 0.19779 -5.17795 -0.61572
H: -2.43841 -2.55370 -4.03590
H: -3.25154 -0.32535 -1.46383
C: -0.75943 -3.73349 -1.94977
C: -0.38981 7.77364 2.15943
C: 0.06650 5.01667 1.70118
C: 1.06126 5.96666 1.41099
C: -3.47299 -3.53085 -1.44974
H: -3.23394 -4.56495 -1.29256
C: 2.91200 0.71213 -1.49453
P: -2.00975 -2.44903 -1.87626
H: -4.27700 -3.18448 -0.79461
C: 0.20236 -3.86726 2.32207
C: 0.24507 3.58609 1.24703
P: -0.04252 -3.11357 0.65965
H: -1.46503 -4.77308 -0.10916
C: -1.35996 6.82289 2.52612
H: 2.00382 -3.45851 -0.87119
H: -0.57900 8.84255 2.28396
C: -1.92997 -1.74905 -3.46014
C: 1.58964 0.19331 -2.06731
H: 2.58737 -2.91874 0.74201
C: -0.54954 -4.38919 -0.57413
H: 1.76882 0.51662 2.79607
H: -4.22065 -0.47213 0.08528
H: 3.65252 0.61203 -2.30640
H: 0.91974 -4.70127 2.33331
C: -1.10974 5.45581 2.34351
H: 3.86340 -0.01796 1.83386
H: -1.84742 4.71679 2.65838
H: -0.76807 -4.23802 2.66587
O: -0.61429 2.76340 1.69068
C: 1.81350 -3.49803 0.21358
C: 0.45269 0.33374 1.01101
C: 0.85456 7.33487 1.65355
H: -1.23551 -4.41726 -2.66737
C: 3.52843 0.00891 -0.26348
H: -0.84737 -1.59880 -3.64149
H: 0.15503 -3.23292 -2.30578
C: 0.42023 0.45336 -1.57081
C: 3.05451 0.14983 1.14295
H: 3.61306 -1.04895 -0.51111
H: -2.51762 0.29039 0.10306
H: 1.98896 5.62074 0.96386
C: -3.19379 -0.45764 -0.34637
H: 1.98012 -4.55347 0.49922
H: 2.82041 1.78871 -1.28451
H: 0.57921 -3.11507 3.03169

* energy: -3200.9358 Ha
* Kohn-Sham gap (alpha / beta): 4.38 / 4.67 eV
* 2S+1: 3
* LUMO energy (alpha / beta): -0.066 / -0.097 Ha

So, what does the natural (NBO) scheme give us? The charges, in e, come out as: 0.265 0.234 0.228 0.481 0.335 -0.779 0.345 -0.106 0.236 -0.567 0.236 0.205 0.243 0.273 0.201 0.227 0.232 0.154 -0.764 -0.228 -0.136 -0.193 -1.017 0.237 -0.460 0.958 0.269 -0.945 0.761 0.811 0.227 -0.234 0.209 0.203 -0.997 0.050 0.236 -0.728 0.218 0.205 0.228 0.219 -0.188 0.204 0.232 0.233 -0.763 -0.892 -0.509 -0.223 0.221 -0.423 0.249 0.223 0.042 -0.253 0.204 0.211 0.229 -1.131 0.218 0.287 0.255

***

3.
A molecular structure, C22H37BrGdNP. Source: the Open Molecules 2025 dataset; level of theory: the ωB97M-V functional and the def2-TZVPD basis.

Cartesian coordinates (Å):
H: -2.15067 1.46254 1.61330
H: -3.47330 0.04291 -0.63816
C: 2.96929 0.62100 1.11591
C: 1.16509 -0.39289 -5.21708
H: 1.78219 -1.25484 -4.98183
Br: 0.34909 -2.66065 -2.70227
C: 0.55630 1.77351 -5.74999
H: -3.08384 -2.07451 -2.24211
H: 1.75641 -1.79232 -0.15151
C: 2.40982 -1.77815 0.71698
C: 2.61286 -0.89102 3.06651
C: 2.13835 -0.56474 1.62629
H: -2.65878 -2.29635 2.44052
H: -2.16458 -1.14921 -4.61526
H: -2.69274 -0.51992 2.41789
C: -2.28451 0.87626 -3.63753
H: 2.52030 1.35903 -4.78388
C: -0.67055 -1.04350 4.10637
H: 2.29455 -2.73266 1.24501
H: 3.44306 -1.73894 0.34739
H: -1.70629 2.89691 2.56740
C: -0.43980 0.88923 -6.27272
C: 1.55036 0.98721 -5.09927
H: 0.04592 -3.05830 1.37071
C: -1.53231 1.81781 2.44963
H: -2.12098 -1.39539 0.96768
H: 0.83704 -2.95605 2.96662
H: 1.83196 2.00835 3.25327
C: -0.67826 -1.38373 2.57877
C: 0.75159 1.96602 3.39622
H: -0.55149 -1.33111 -6.33373
H: 3.71231 -0.95915 3.04205
H: 0.34876 -1.03029 4.52311
P: 0.26312 -0.13173 1.36096
H: 2.35876 -0.11924 3.79801
H: -1.87029 1.33605 3.36962
H: 0.60316 2.83725 -5.96279
H: -0.28539 2.38867 0.11020
C: -2.65717 1.25074 -2.31071
H: 0.44974 2.97321 3.72440
H: -2.72991 2.28257 -1.93393
H: -1.95125 1.55125 -4.42244
Gd: -0.21718 -0.06304 -2.46530
H: 4.02427 0.31598 1.10778
N: -0.08950 -0.10268 -0.22887
H: 2.25679 -1.86264 3.45403
C: -0.10877 -2.80773 2.42851
H: 0.11663 3.62007 1.34137
H: -1.15647 -0.08754 4.34249
C: -2.79134 -1.04009 -2.46454
C: -0.04721 1.61562 2.12392
C: -0.07586 -0.44146 -5.93423
H: 1.36868 2.54791 0.73532
H: 2.90277 1.50615 1.75868
H: 0.55256 1.29813 4.24560
C: -2.36466 -0.54465 -3.73367
H: -1.26738 1.18761 -6.91421
H: 2.69571 0.89888 0.09209
H: -0.81828 -3.53586 2.86035
H: -1.23130 -1.83741 4.65062
C: -2.13218 -1.39379 2.06913
C: 0.30790 2.59501 1.00382
C: -2.97307 0.06569 -1.59253

* energy: -4596.3088 Ha
* Kohn-Sham gap (alpha / beta): 6.63 / 4.85 eV
* net charge: -1
* 2S+1: 8
* LUMO energy (alpha / beta): 0.092 / 0.033 Ha

So, what does the Löwdin scheme give us? The charges, in e, come out as: 0.078 0.083 -0.117 -0.276 0.048 -0.083 -0.194 0.098 0.001 -0.115 -0.091 -0.588 0.083 0.083 0.058 -0.270 0.065 -0.089 0.067 0.082 0.083 -0.190 -0.214 0.084 -0.105 0.060 0.052 0.054 -0.569 -0.093 0.085 0.082 0.059 0.899 0.054 0.055 0.066 0.055 -0.219 0.083 0.094 0.076 1.103 0.079 -0.457 0.057 -0.106 0.081 0.047 -0.233 -0.604 -0.206 0.056 0.053 0.060 -0.288 0.083 0.076 0.082 0.088 -0.113 -0.121 -0.211

***

4.
A molecular structure, C22H37BrNPPd. Source: the Open Molecules 2025 dataset; level of theory: the ωB97M-V functional and the def2-TZVPD basis.

Cartesian coordinates (Å):
C: 4.44132 -2.81942 -2.32046
H: -5.98245 -0.54835 -0.85775
H: -4.61633 2.19583 -2.77271
C: 1.92767 1.32591 0.24428
H: 0.77265 3.05313 -0.63954
H: -2.36299 -1.84797 -1.05593
H: 5.38478 -3.12989 -0.30335
H: -5.18882 -0.60792 2.61985
H: 2.75244 1.22270 -0.43842
C: -3.89567 2.76351 -2.17542
C: 4.59464 -3.37245 -1.01155
H: 5.08604 -2.07716 -2.78680
P: -3.33285 0.73922 -0.33124
H: -5.79835 0.43976 1.32385
H: -2.82957 -1.88630 1.19547
C: -3.16737 -0.19071 -2.93124
C: -3.91402 -0.47067 -1.61389
H: 2.90366 -3.20091 -3.91208
H: -6.10034 1.84723 -0.62788
C: 0.88744 2.29406 0.13385
H: -2.75254 -1.20210 2.83864
H: -3.65033 -2.54889 -2.05404
H: -4.00317 2.15967 2.25671
H: -5.74718 0.55917 -2.24892
H: -2.87670 2.60430 -2.54952
H: 1.84825 -4.94880 -2.14937
C: -2.63928 -0.97593 1.76628
C: -5.06299 -0.33562 1.56291
C: -5.43097 -0.38918 -1.79459
C: -5.42312 2.58164 -0.17260
H: 2.28995 -0.29484 1.74271
H: -3.59128 0.88845 3.41893
C: 3.53909 -4.31676 -0.80605
H: -2.06659 3.44529 -0.34963
C: -3.09897 3.51065 0.00602
H: -3.38590 -1.01002 -3.62497
H: -4.13108 3.83103 -2.29565
H: 3.38292 -4.92102 0.08563
H: -1.59761 -0.65742 1.57349
H: -2.31961 1.60403 2.41442
H: -3.50305 4.49013 -0.28350
C: 1.68281 0.52353 1.39626
Pd: 0.16867 0.36915 0.12568
H: -3.95737 -2.27432 -0.32279
C: 2.73499 -4.34072 -1.98533
H: -2.08991 -0.18611 -2.72691
H: -5.49962 2.52421 0.92096
H: -0.90012 2.67586 1.43806
C: -3.96901 2.44071 -0.66984
C: 3.29402 -3.41865 -2.92207
C: -3.62057 0.16089 1.40078
H: 0.01300 0.60099 2.90327
C: -3.45095 -1.87877 -1.20724
H: -3.10938 3.45542 1.09520
C: -0.00823 2.09217 1.23210
H: -5.26532 -1.22535 0.96097
Br: 0.91069 -1.25104 -2.07074
C: -3.36953 1.28529 2.41702
H: -3.43870 0.75085 -3.40289
C: 0.49114 1.00000 2.01356
H: -5.76033 3.58336 -0.47996
H: -5.70602 -1.20067 -2.48415
N: -1.76817 0.62206 -0.68263

* energy: -3958.1643 Ha
* Kohn-Sham gap (alpha / beta): 6.53 / 2.13 eV
* 2S+1: 5
* LUMO energy (alpha / beta): 0.029 / -0.122 Ha

So, what does the natural (NBO) scheme give us? The charges, in e, come out as: -0.145 0.209 0.209 -0.318 0.244 0.254 0.225 0.210 0.246 -0.609 -0.241 0.225 1.896 0.213 0.221 -0.626 -0.364 0.239 0.219 -0.277 0.203 0.211 0.204 0.205 0.240 0.232 -0.606 -0.617 -0.626 -0.620 0.242 0.213 -0.170 0.233 -0.609 0.201 0.209 0.223 0.227 0.219 0.209 -0.343 0.904 0.195 -0.163 0.275 0.208 0.240 -0.398 -0.167 -0.401 0.239 -0.622 0.209 -0.302 0.214 -0.460 -0.603 0.207 -0.309 0.213 0.211 -1.398